Record 1
Below is C18H22N4O7S3 in the gas phase in a non-equilibrium geometry, with properties calculated with wB97M-V/def2-TZVPD.

Element x y z (Å)
N -0.1283 -2.9688 2.1694
S -0.1060 -3.1034 0.5106
O 1.0680 -2.4517 -0.0395
O -0.2492 -4.4972 0.1949
C -1.5677 -2.2325 0.0023
C -1.6268 -1.7094 -1.2727
C -2.7442 -0.9894 -1.6558
C -3.8047 -0.8113 -0.7754
C -4.9813 0.0441 -1.1545
C -4.9225 1.3803 -0.3975
N -3.6648 2.0487 -0.6041
C -2.7451 2.2293 0.3508
O -2.8737 1.9731 1.5334
C -1.4730 2.8678 -0.2125
O -1.3435 3.0926 -1.4031
N -0.5992 3.1962 0.7516
C 0.7463 3.6065 0.4472
C 1.5780 2.3636 0.0661
O 2.8894 2.6546 -0.3491
C 3.7428 2.5688 0.7780
C 2.9516 1.7750 1.8405
N 1.6865 1.4754 1.1984
S 1.3484 -0.1486 0.8319
O 0.0027 -0.0818 0.3575
O 1.6527 -0.8359 2.0548
C 2.5180 -0.4943 -0.4403
C 3.8234 -0.8472 -0.2978
C 4.4645 -1.0145 -1.5445
C 3.6268 -0.7853 -2.5906
S 2.0383 -0.3730 -2.0752
C -3.7353 -1.3749 0.4936
C -2.6145 -2.0832 0.8877
H 0.4162 -2.1532 2.4358
H 0.2497 -3.8033 2.5914
H -0.7875 -1.8439 -1.9359
H -2.7867 -0.5547 -2.6439
H -5.9167 -0.4565 -0.8994
H -4.9733 0.2361 -2.2287
H -5.7408 2.0301 -0.7259
H -5.0064 1.2123 0.6785
H -3.3670 2.2784 -1.5450
H -0.7890 2.7761 1.6540
H 1.1778 4.1140 1.3102
H 0.7176 4.2791 -0.4134
H 1.0532 1.8633 -0.7558
H 3.9953 3.5733 1.1366
H 4.6558 2.0606 0.4595
H 3.4272 0.8405 2.1338
H 2.7727 2.3741 2.7373
H 4.2917 -1.0016 0.6567
H 5.4972 -1.2938 -1.6494
H 3.8515 -0.8385 -3.6370
H -4.5559 -1.2435 1.1830
H -2.5314 -2.5033 1.8762

Spin multiplicity   1
Maximum force   2.2 eV/A
HOMO level   -9.2 eV
E_LUMO   0.51 eV
M   502.60 g mol⁻¹
SMILES   NS(=O)(=O)c1ccc(CCNC(=O)C(=O)NC[C@H]2OCCN2S(=O)(=O)c2cccs2)cc1
Net charge   0


Record 2
Below is CH3NO5 in the gas phase in a non-equilibrium geometry, with properties calculated with wB97M-V/def2-TZVPD.

Element x y z (Å)
O -0.3148 1.7303 0.6461
N 0.4916 0.8499 0.4835
O 1.6738 0.8665 0.6811
C -0.1895 -0.4132 0.0806
O 0.3268 -1.5750 0.5267
O -1.5008 -0.1872 0.1766
O 0.3463 -0.2162 -1.5819
H -0.1874 -2.3665 0.2460
H -1.6781 0.8185 0.2188
H 1.0321 0.4928 -1.4774

Spin multiplicity   1
Maximum force   4.4 eV/A
HOMO level   -11.0 eV
E_LUMO   -0.72 eV
M   109.04 g mol⁻¹
SMILES   O=[N+]([O-])C(O)(O)O
Net charge   0


Record 3
Below is C20H23NO5S in the gas phase, with properties calculated with wB97M-V/def2-TZVPD.

Element x y z (Å)
C -0.4321 -4.9985 -1.0793
O 0.3700 -3.8878 -0.7096
C -0.2801 -2.8499 -0.1715
O -1.4906 -2.8647 -0.0189
C 0.6040 -1.7389 0.1973
C 1.9698 -1.8134 -0.0794
C 2.8519 -0.7878 0.2090
O 4.1412 -1.0175 -0.1740
C 5.2033 -0.2755 0.3853
C 2.3456 0.3833 0.8186
O 3.2012 1.4156 1.0520
C 2.7043 2.5833 1.6684
C 0.9978 0.4475 1.1337
C 0.1118 -0.5779 0.8225
N -1.2481 -0.4487 1.0476
C -1.9273 0.6276 1.5197
O -1.4408 1.5588 2.1270
C -3.4085 0.5914 1.1814
C -4.1400 -0.6144 1.7507
S -3.5690 0.5660 -0.6676
C -2.0165 1.3118 -1.1355
C -1.6836 2.5879 -0.7118
C -0.4392 3.1057 -1.0225
C 0.4767 2.3738 -1.7669
C 1.8374 2.9170 -2.0805
C 0.1109 1.1088 -2.2156
C -1.1244 0.5774 -1.9039
H 0.2489 -5.7403 -1.4881
H -0.9553 -5.3971 -0.2073
H -1.1723 -4.7033 -1.8260
H 2.3679 -2.6954 -0.5530
H 5.1488 -0.2543 1.4761
H 5.2303 0.7480 0.0060
H 6.1081 -0.8001 0.0785
H 1.9192 3.0489 1.0670
H 3.5583 3.2554 1.7399
H 2.3191 2.3748 2.6700
H 0.5913 1.3251 1.6040
H -1.7868 -1.2173 0.6396
H -3.8609 1.5185 1.5427
H -4.0391 -0.6279 2.8344
H -5.1961 -0.5563 1.4974
H -3.7448 -1.5434 1.3458
H -2.3824 3.1664 -0.1275
H -0.1812 4.0969 -0.6767
H 2.6037 2.3110 -1.5976
H 1.9382 3.9444 -1.7389
H 2.0212 2.8867 -3.1533
H 0.8106 0.5281 -2.7988
H -1.4007 -0.4108 -2.2390

Spin multiplicity   1
Maximum force   0.6 eV/A
HOMO level   -7.8 eV
E_LUMO   0.63 eV
M   389.47 g mol⁻¹
SMILES   COC(=O)c1cc(OC)c(OC)cc1NC(=O)[C@H](C)Sc1ccc(C)cc1
Net charge   0


Record 4
Below is a molecular structure, C12H34InO9 in a non-equilibrium geometry, with properties calculated with wB97M-V/def2-TZVPD.

Element x y z (Å)
C -1.8996 -0.8907 2.6874
C -0.9989 -1.1867 1.5016
In -1.6247 -0.2254 -0.4653
C -0.0143 -0.2376 -2.0676
C -0.0473 1.2879 -2.7536
O 1.0870 1.8217 -3.2231
O -1.3700 1.9539 -2.7341
C -1.3230 3.2852 -3.3587
C -1.0122 4.6092 -2.3954
O -1.5552 3.5594 -4.6545
H -1.5141 -0.3861 3.6778
H -3.0556 -1.1566 2.5545
H -0.0581 -1.8953 1.6406
H -3.0668 -1.1144 -1.0580
H -2.1081 1.4777 -0.0622
H -0.3904 -0.9947 -2.9102
H 1.0522 -0.5498 -1.7002
H -0.0883 4.4433 -1.6776
H -1.9530 4.7343 -1.6967
H -0.8798 5.5903 -3.0331
C 1.5112 -1.3574 4.0034
O 0.5395 -0.3618 4.2662
H 1.9290 -1.1920 3.0075
H 2.3100 -1.2936 4.7464
H 1.0426 -2.3440 4.0403
H 0.1870 -0.5343 5.1558
C -0.1047 -4.6618 0.0207
O 0.3837 -4.0822 1.2165
H -1.1916 -4.5550 -0.0078
H 0.3323 -4.1484 -0.8393
H 0.1557 -5.7229 -0.0039
H 1.3498 -4.1921 1.2135
C 4.1800 -1.0357 -1.7455
O 3.0970 -1.9396 -1.8650
H 4.5087 -1.0107 -0.7040
H 5.0061 -1.3696 -2.3781
H 3.8568 -0.0364 -2.0474
H 2.8272 -1.9405 -2.7992
C -3.8073 7.7619 -3.1849
O -2.5752 7.5507 -2.5205
H -4.6251 7.5703 -2.4864
H -3.8626 8.7967 -3.5320
H -3.8873 7.0772 -4.0328
H -1.8689 7.7282 -3.1648
C 7.1168 -2.6915 0.3001
O 6.5079 -1.6758 1.0759
H 6.7420 -2.6290 -0.7242
H 8.2004 -2.5502 0.2986
H 6.8668 -3.6698 0.7181
H 6.8596 -1.7563 1.9789
C -5.4026 -2.6619 3.5177
O -5.5178 -1.2636 3.3280
H -5.1632 -3.1317 2.5609
H -4.6028 -2.8689 4.2330
H -6.3503 -3.0594 3.8894
H -5.7304 -0.8744 4.1933

Spin multiplicity   1
Maximum force   8.7 eV/A
HOMO level   -3.1 eV
E_LUMO   2.26 eV
M   437.21 g mol⁻¹
Net charge   -1


Record 5
Below is 8 unconnected molecules or ions with the total composition C40H73ClFO13PS in a non-equilibrium geometry, with properties calculated with wB97M-V/def2-TZVPD.

Element x y z (Å)
C 1.8978 -2.5391 0.5204
C 2.0803 -2.3662 -0.9611
O 1.3428 -2.7729 -1.8201
O 3.2096 -1.6267 -1.3195
C 3.0052 -0.9848 -2.5463
O 3.4120 -1.5043 -3.5475
C 2.3228 0.3720 -2.5689
C 1.3122 0.5997 -1.4457
C 0.0462 0.0913 -1.6650
C -0.9656 0.2276 -0.7522
C -0.6815 0.9405 0.4195
C 0.5642 1.4384 0.6512
C 1.6065 1.2762 -0.2539
C 3.0045 1.8039 0.0202
C 3.4853 1.3137 1.4408
C 4.7578 0.4581 1.3831
F 4.4700 -0.8620 1.0498
C -1.8064 1.1235 1.4021
O -1.5890 1.4570 2.5440
C -3.2197 0.8681 0.9265
P -4.5364 1.6215 1.9888
S -4.1768 3.5008 2.3246
C -3.5000 0.1619 -0.1663
C -4.8795 -0.1738 -0.6850
C -5.7475 -0.9115 0.3411
O -5.2297 -1.6386 1.1349
Cl -7.5063 -0.6701 0.3989
C -2.3306 -0.3561 -0.9759
O -2.4566 -1.2517 -1.7859
H 2.5941 -3.3240 0.8390
H 0.8590 -2.7948 0.7394
H 2.1175 -1.6253 1.0826
H 1.7825 0.4812 -3.5130
H 3.0744 1.1667 -2.5450
H -0.1701 -0.4542 -2.5838
H 0.7771 1.9797 1.5722
H 3.0907 2.8914 -0.0568
H 3.7088 1.3598 -0.6891
H 2.7138 0.6632 1.8702
H 3.7034 2.1608 2.1004
H 5.5259 0.8459 0.7026
H 5.2068 0.4175 2.3868
H -5.7348 1.5398 1.2417
H -4.7057 0.8392 3.1569
H -5.3915 0.6789 -1.1476
H -4.7285 -0.8955 -1.5059
C 3.7096 3.2522 -6.1990
C 2.5474 2.8056 -5.3265
C 1.2460 3.4641 -5.7573
O 2.8196 3.1293 -3.9606
H 3.8572 4.3331 -6.1218
H 4.6366 2.7786 -5.8729
H 3.5382 2.9988 -7.2462
H 2.4451 1.7204 -5.3811
H 1.3145 4.5517 -5.6657
H 0.4230 3.1409 -5.1176
H 1.0015 3.2173 -6.7916
H 2.9135 4.0857 -3.8965
C -2.1836 -4.6294 -4.0116
C -3.3430 -5.0714 -3.1306
C -4.6435 -4.4050 -3.5545
O -3.0607 -4.7506 -1.7712
H -2.0303 -3.5494 -3.9337
H -1.2561 -5.1073 -3.6920
H -2.3630 -4.8813 -5.0587
H -3.4523 -6.1561 -3.1844
H -4.5659 -3.3176 -3.4628
H -5.4641 -4.7235 -2.9096
H -4.8964 -4.6499 -4.5878
H -2.9620 -3.7930 -1.7104
C -10.5311 1.0475 3.1996
C -11.2217 0.7190 1.8847
C -12.6837 0.3612 2.1026
O -10.5504 -0.3691 1.2486
H -10.5529 0.1859 3.8729
H -9.4819 1.2940 3.0296
H -11.0107 1.8908 3.6990
H -11.1500 1.5730 1.2097
H -12.7740 -0.5222 2.7411
H -13.1640 0.1200 1.1534
H -13.2272 1.1843 2.5694
H -10.6045 -1.1330 1.8330
C 1.2516 -7.4854 -1.7342
C 1.0861 -6.7100 -0.4361
C -0.3656 -6.3141 -0.2104
O 1.9028 -5.5403 -0.4688
H 0.9490 -6.8743 -2.5894
H 2.2975 -7.7552 -1.8883
H 0.6526 -8.3979 -1.7294
H 1.4354 -7.3175 0.4009
H -0.7221 -5.6664 -1.0153
H -0.4687 -5.7519 0.7192
H -1.0127 -7.1916 -0.1602
H 1.6053 -4.9914 -1.2058
C -4.7316 5.8188 7.5706
C -4.8776 4.7474 6.4998
C -3.6204 3.8969 6.3941
O -5.1486 5.3581 5.2415
H -3.9065 6.4951 7.3295
H -5.6359 6.4262 7.6296
H -4.5434 5.3768 8.5508
H -5.7329 4.1108 6.7330
H -2.7603 4.5119 6.1150
H -3.7355 3.1396 5.6175
H -3.3991 3.3979 7.3400
H -4.4013 5.9232 5.0194
C 8.8872 -2.5227 0.2405
C 8.1356 -1.2459 -0.1012
C 7.2210 -1.4430 -1.3010
O 9.0688 -0.1980 -0.3797
H 9.5199 -2.8337 -0.5957
H 9.5447 -2.3621 1.0962
H 8.1988 -3.3354 0.4769
H 7.5456 -0.9277 0.7604
H 7.7973 -1.7190 -2.1888
H 6.6964 -0.5153 -1.5379
H 6.4817 -2.2224 -1.1113
H 9.5953 -0.4676 -1.1395
C 7.4480 2.7974 2.3038
C 7.2989 3.3784 0.9075
C 8.1538 4.6238 0.7354
O 5.9287 3.6925 0.6672
H 7.1235 3.5140 3.0647
H 6.8241 1.9124 2.4202
H 8.4844 2.5236 2.5053
H 7.5859 2.6315 0.1649
H 7.8498 5.4020 1.4417
H 8.0311 5.0363 -0.2670
H 9.2101 4.4030 0.8949
H 5.6568 4.3500 1.3166

Spin multiplicity   1
Maximum force   1.9 eV/A
HOMO level   -8.6 eV
E_LUMO   -1.53 eV
M   879.50 g mol⁻¹
SMILES   CC(=O)OC(=O)Cc1cc2c(cc1CCCF)C(=O)C([PH2]=S)=C(CC(=O)Cl)C2=O.CC(C)O.CC(C)O.CC(C)O.CC(C)O.CC(C)O.CC(C)O.CC(C)O
Net charge   0


Record 6
Below is a molecular structure, C27H33ClN4O5Re in a non-equilibrium geometry, with properties calculated with wB97M-V/def2-TZVPD.

Element x y z (Å)
Re -0.4623 -0.4313 -0.3045
C -3.1442 2.5303 1.3495
C -1.8527 1.8825 0.9622
O -1.9428 0.6566 0.5199
C -0.6697 2.5789 1.1043
C 0.6290 2.1703 0.7487
C 1.7821 3.0855 1.0017
N 0.8642 1.0039 0.1455
N 2.1919 0.7783 -0.2547
C 2.2747 -0.3107 -0.9411
O 1.1932 -1.0837 -1.1305
C 3.5256 -0.7141 -1.5898
C 4.7401 -0.1815 -1.1579
C 5.9133 -0.5536 -1.7883
C 5.8774 -1.4455 -2.8542
C 4.6691 -1.9742 -3.2859
C 3.4911 -1.6174 -2.6499
H -3.9700 1.8287 1.2672
H -3.3294 3.3803 0.6899
H -3.0809 2.9284 2.3626
H -0.7591 3.5643 1.5387
H 1.4646 3.9493 1.5783
H 2.2013 3.4180 0.0505
H 2.5839 2.5611 1.5194
H 4.7533 0.5212 -0.3359
H 6.8582 -0.1474 -1.4543
H 6.7958 -1.7297 -3.3501
H 4.6464 -2.6642 -4.1183
H 2.5462 -2.0308 -2.9756
C 0.0588 -3.5783 3.0947
C 0.0577 -2.7939 1.7670
N -0.4421 -1.4109 1.9797
C -1.8401 -1.4623 2.4630
C -1.9198 -2.2775 3.7710
N -0.5231 -2.6828 4.1501
C 0.3420 -1.4667 4.3306
C 0.4099 -0.7310 2.9722
H 1.0573 -3.8546 3.4273
H -0.5608 -4.4716 3.0543
H -0.5799 -3.2751 1.0333
H 1.0669 -2.7414 1.3604
H -2.4600 -1.9056 1.6894
H -2.1851 -0.4462 2.6299
H -2.4997 -3.1919 3.6634
H -2.3194 -1.7013 4.6027
H -0.5579 -3.1953 5.0314
H 1.3151 -1.8125 4.6724
H -0.1133 -0.8647 5.1141
H 1.4322 -0.7048 2.5976
H 0.0661 0.2968 3.0826
C 0.4759 1.6158 -3.3468
C -0.9204 1.9987 -2.9413
C -1.3778 3.3050 -3.0885
C -2.6888 3.6405 -2.7871
Cl -3.2146 5.2691 -2.9791
C -3.5883 2.6817 -2.3431
C -3.1500 1.3813 -2.1600
C -1.8339 1.0796 -2.4503
O -1.3282 -0.2606 -2.2394
C -2.2972 -1.3443 -2.5006
C -2.7335 -1.9136 -1.1550
O -3.8400 -2.1965 -0.8186
O -1.6346 -2.0572 -0.3997
H 0.9419 2.4300 -3.8970
H 0.4727 0.7314 -3.9844
H 1.1151 1.3984 -2.4885
H -0.7110 4.0639 -3.4758
H -4.6151 2.9508 -2.1388
H -3.8346 0.6322 -1.7830
H -1.7348 -2.1140 -3.0280
H -3.0974 -0.9739 -3.1298

Spin multiplicity   4
Maximum force   1.3 eV/A
HOMO level (alpha / beta)   -13.3 / -13.4 eV
E_LUMO (alpha / beta)   -6.23 / -6.92 eV
M   715.24 g mol⁻¹
Net charge   +2


Record 7
Below is 10 unconnected molecules or ions with the total composition H20O10 in a non-equilibrium geometry, with properties calculated with wB97M-V/def2-TZVPD.

Element x y z (Å)
O 9.8900 5.4880 39.3130
H 10.6560 4.8490 39.0870
H 9.4360 5.6870 38.4780
O 9.1060 4.1010 42.0580
H 9.3430 4.4390 41.0920
H 8.2310 4.0720 42.2530
O 8.5800 7.6480 40.6400
H 9.4470 7.2750 40.2770
H 8.8160 8.4730 40.7320
O 8.7980 1.2210 41.7280
H 9.4590 0.8860 42.4400
H 8.8750 2.2040 41.7100
O 5.6790 5.5410 43.9030
H 6.0200 5.4450 43.0610
H 5.9610 6.3800 44.0820
O 10.1720 3.3070 44.2640
H 9.8430 3.6520 43.4550
H 9.7810 2.3790 44.2950
O 9.1810 6.6860 43.1150
H 10.1150 6.3590 43.4640
H 9.2080 6.1550 42.3990
O 7.6680 3.7150 38.5030
H 7.4660 4.1260 37.6180
H 8.5330 3.9590 38.5580
O 6.5840 1.8550 43.3490
H 7.3390 1.4100 43.3350
H 5.9090 1.3270 44.0280
O 6.2290 4.9590 41.7390
H 6.4370 5.3710 40.9720
H 5.4970 4.2830 41.5240

Spin multiplicity   1
Maximum force   8.8 eV/A
HOMO level   -9.8 eV
E_LUMO   -0.62 eV
M   180.15 g mol⁻¹
SMILES   O.O.O.O.O.O.O.O.O.O
Net charge   0


Record 8
Below is a molecular structure, CH3NO3S in a non-equilibrium geometry, with properties calculated with wB97M-V/def2-TZVPD.

Element x y z (Å)
C 0.1109 -0.4659 0.1820
N 1.0172 0.4365 0.3449
O -0.0202 -1.6345 0.1938
O 2.3882 0.0966 0.4095
O -1.5094 0.4668 -0.0581
S -2.7668 -0.4008 0.3060
H 0.8670 1.4288 0.2533
H 2.4384 -0.8544 0.6082
H -3.1544 -0.7660 -0.9378

Spin multiplicity   3
Maximum force   4.5 eV/A
HOMO level (alpha / beta)   -5.4 / -9.6 eV
E_LUMO (alpha / beta)   0.59 / -2.39 eV
M   109.11 g mol⁻¹
Net charge   0


Record 9
Below is a molecular structure, C23H20NNaO2S in a non-equilibrium geometry, with properties calculated with wB97M-V/def2-TZVPD.

Element x y z (Å)
C -1.0179 -6.0831 -1.6850
C -0.3036 -4.8414 -1.2240
C -0.3653 -4.4386 0.1150
C 0.3134 -3.3024 0.5563
C 1.0002 -2.5084 -0.3658
S 1.9278 -1.0697 0.1800
N 0.8256 0.1651 0.3246
C 1.1723 1.3865 -0.1081
C 0.6890 1.8687 -1.4074
C 1.2948 2.9894 -1.9918
C 0.7414 3.5461 -3.1384
C -0.4016 2.9714 -3.7103
C -0.9887 1.8385 -3.1339
C -0.4353 1.2672 -1.9840
O 2.3460 -1.4004 1.5495
O 2.9457 -0.7936 -0.7961
C 1.0718 -2.8929 -1.7121
C 0.4165 -4.0526 -2.1314
H -0.4957 -6.5358 -2.5336
H -1.0842 -6.8229 -0.8816
H -2.0429 -5.8621 -2.0122
H -0.9460 -5.0287 0.8269
H 0.3277 -3.0681 1.6232
H 2.1616 1.7451 0.2256
H 2.1697 3.4242 -1.4978
H 1.2071 4.4323 -3.5751
H -0.8241 3.4069 -4.6169
H -1.8819 1.3899 -3.5734
H -0.8812 0.3998 -1.4915
H 1.6423 -2.2919 -2.4196
H 0.4649 -4.3474 -3.1806
C -1.9692 3.1424 1.2422
Na 0.4988 -0.9491 2.7330
C -0.8832 3.5571 0.4733
C 0.3374 2.9816 1.0103
C -0.0359 2.2963 2.2315
C -1.4630 2.3292 2.3370
C -2.0823 1.6465 3.3886
C -1.2905 1.0430 4.3685
C 0.1146 1.1377 4.3254
C 0.7528 1.7071 3.2148
H -3.0322 3.3417 1.0832
H -0.9403 4.1778 -0.4146
H 1.3161 3.4398 0.8831
H -3.1756 1.6200 3.4200
H -1.7651 0.5147 5.2000
H 0.7259 0.7735 5.1597
H 1.8424 1.7497 3.1135

Spin multiplicity   1
Maximum force   3.6 eV/A
HOMO level   -7.2 eV
E_LUMO   -0.39 eV
M   397.48 g mol⁻¹
Net charge   0


Record 10
Below is 2 unconnected molecules or ions with the total composition C5H7N2S in a non-equilibrium geometry, with properties calculated with wB97M-V/def2-TZVPD.

Element x y z (Å)
C -1.1222 -0.1534 -0.7143
C -0.0330 0.1367 -1.4694
C 0.5812 0.0465 0.6356
C 2.3206 0.5373 -0.9874
C -1.5775 -0.4783 1.7079
N -0.7168 -0.2056 0.5907
N 1.0342 0.2603 -0.6168
S 3.6684 0.6897 -0.1992
H -2.1382 -0.3219 -1.0108
H 0.0805 0.2635 -2.5298
H 1.1870 0.0843 1.5224
H 2.1345 0.7845 -2.9156
H -0.9990 -0.8602 2.5473
H -2.0942 0.4321 2.0197
H -2.3256 -1.2156 1.4197

Spin multiplicity   1
Maximum force   4.0 eV/A
HOMO level   -13.0 eV
E_LUMO   -5.08 eV
M   127.19 g mol⁻¹
Net charge   +1